(1)
The following is a quantum chemistry calculation of a cluster of 2 separate species, C9H17ClN2OP in total, from OMol25.

XYZ file:
```
31
Properties=species:S:1:pos:R:3
C 2.0848 -1.8117 -0.8854
C -1.6326 0.4819 -0.9055
C -1.0609 1.2077 -2.1180
C -2.8961 -0.2496 -1.3079
C -1.4911 0.7742 2.5029
C -0.4149 -1.4792 1.6683
C 3.2543 -1.0543 -0.3825
C 3.3987 0.3695 -0.8739
C -1.4331 -0.2997 1.4551
N 1.0523 -2.2122 -1.0751
N -1.0584 0.4126 0.2188
O 2.4672 1.2375 -0.3478
P 1.6174 1.2934 0.9614
Cl 0.9116 3.1255 0.7140
H -1.8843 1.6215 -2.6862
H -0.2287 2.0337 -1.9721
H -0.6508 0.4052 -2.7621
H -2.9119 -0.3295 -2.3655
H -2.9226 -1.3066 -0.8209
H -3.6840 0.2702 -0.8223
H -1.7044 0.3858 3.5000
H -0.5734 1.3137 2.4878
H -2.3142 1.4189 2.0974
H 0.3953 -1.2070 2.3056
H -0.0161 -1.8378 0.7130
H -0.8990 -2.4694 2.1242
H 3.2234 -1.1390 0.7308
H 4.1420 -1.6557 -0.8640
H 3.3903 0.2825 -1.9807
H 4.3362 1.0471 -0.6821
H -2.4971 -0.6294 1.3729
```

The calculation puts the HOMO energy (spin up / spin down) at -12.801 / -12.802 eV. As for the charge: +1. The value obtained for the energy above the lowest of the compared OMol25 structures with the same formula, charge and spin is 1.514 eV. The orbital gap (spin up / spin down) is 7.11 / 7.11 eV.

(2)
The following is a quantum chemistry calculation of a cluster of 14 separate species, C33H43Cl52N2 in total, from OMol25.

XYZ file:
```
130
Properties=species:S:1:pos:R:3
C 4.5601 -4.3619 3.8344
C 5.8067 -3.3622 3.3970
C 6.2376 -3.5667 1.8104
C 5.2682 -2.7478 0.7541
C 5.8934 -1.3175 0.2523
C 5.0631 0.0091 0.8423
C 6.1802 1.2063 0.9774
C 5.7086 2.4430 1.9911
C 4.6702 3.4948 1.2624
C 3.2428 3.6957 2.0434
C 2.0709 2.7168 1.3623
C 1.0118 2.1464 2.4782
C -0.4286 2.9525 2.5273
C -1.0702 2.6253 4.0323
C -2.7031 2.4811 4.0321
C -3.2735 1.0439 3.4798
C -4.8509 1.3385 3.0077
C -5.6335 -0.0753 2.7270
C -6.4921 -0.0750 1.3294
C -6.4440 -1.5878 0.6258
N -7.8023 -1.8145 -0.0026
N -7.6217 -2.9233 -0.8476
H 4.2467 -4.0132 4.9271
H 4.9085 -5.4917 3.9470
H 3.6471 -4.2612 3.1061
H 6.7403 -3.7075 4.0553
H 5.5548 -2.2531 3.6755
H 6.1125 -4.7202 1.5451
H 7.3771 -3.2555 1.7310
H 5.1900 -3.4369 -0.2165
H 4.1793 -2.5916 1.1595
H 5.7856 -1.2932 -0.9339
H 7.0521 -1.2444 0.4678
H 4.2107 0.3302 0.0753
H 4.5200 -0.2218 1.8555
H 7.2245 0.7834 1.3317
H 6.2940 1.6935 -0.0826
H 5.3413 2.0631 3.0396
H 6.7062 3.0642 2.2008
H 5.1943 4.5642 1.2374
H 4.5348 3.1015 0.1448
H 3.2955 3.5821 3.2105
H 2.8807 4.8067 1.8017
H 2.6713 1.7699 0.9591
H 1.5735 3.2156 0.4273
H 1.4336 2.1773 3.5945
H 0.7722 1.0176 2.2507
H -0.3199 4.1258 2.4107
H -1.1040 2.5687 1.6507
H -0.5608 1.7060 4.5467
H -0.7996 3.5740 4.6920
H -3.0494 2.5614 5.1693
H -3.2784 3.3236 3.4574
H -2.6327 0.5458 2.6368
H -3.3477 0.2634 4.3779
H -5.3947 1.8812 3.9210
H -4.8234 2.0258 2.0517
H -4.7846 -0.9092 2.6343
H -6.2782 -0.3082 3.6771
H -7.6345 0.1733 1.4747
H -6.0083 0.6743 0.5575
H -5.5601 -1.6223 -0.1668
H -6.1991 -2.4044 1.4488
H -7.2092 -3.6568 -0.1957
H -8.6155 -3.1983 -1.1024
C 9.4844 -3.0989 6.5372
Cl 8.9436 -2.0909 5.1712
Cl 11.2119 -3.4885 6.3403
Cl 9.2465 -2.2092 8.0625
Cl 8.5360 -4.6067 6.5749
C 12.4845 0.5439 5.3372
Cl 11.1581 0.0606 6.4243
Cl 11.8119 1.3810 3.9153
Cl 13.5920 1.6394 6.2022
Cl 13.3758 -0.9048 4.8071
C -0.4155 -2.2559 0.8972
Cl 0.4842 -3.4151 1.9079
Cl -0.9240 -3.0541 -0.6125
Cl -1.8539 -1.6879 1.7821
Cl 0.6315 -0.8669 0.5113
C -2.2155 -1.3373 -4.1465
Cl -3.5419 -1.8206 -3.0595
Cl -2.8881 -0.5003 -5.5684
Cl -1.1080 -0.2419 -3.2815
Cl -1.3242 -2.7861 -4.6766
C -7.6155 3.0393 -1.5878
Cl -5.9093 3.4911 -1.3441
Cl -7.8328 1.3124 -1.2065
Cl -8.6481 4.0185 -0.5156
Cl -8.0718 3.3349 -3.2845
C -11.2482 -0.1934 -2.8036
Cl -9.7540 -0.9024 -2.1408
Cl -11.5031 1.4223 -2.0972
Cl -11.1037 -0.0514 -4.5739
Cl -12.6318 -1.2420 -2.4028
C -4.1317 -5.9297 -1.2767
Cl -2.7345 -5.0240 -1.9107
Cl -5.3994 -4.7858 -0.7674
Cl -4.7734 -6.9990 -2.5493
Cl -3.6199 -6.9098 0.1204
C -9.5318 3.6104 -7.1867
Cl -10.2163 2.2509 -6.2606
Cl -7.9416 3.1427 -7.8405
Cl -10.6270 4.0255 -8.5294
Cl -9.3421 5.0223 -6.1166
C 12.3683 -7.7325 5.4704
Cl 13.7655 -6.8268 4.8364
Cl 11.1006 -6.5887 5.9798
Cl 11.7266 -8.8018 4.1978
Cl 12.8801 -8.7126 6.8675
C 14.4682 3.3539 0.9022
Cl 14.9633 3.1755 -0.8001
Cl 14.3772 1.7466 1.6658
Cl 15.6623 4.3550 1.7663
Cl 12.8702 4.1383 0.9769
C -9.2318 0.2104 -10.5239
Cl -10.2683 -0.0391 -9.0963
Cl -7.6054 0.7120 -9.9966
Cl -9.1146 -1.3098 -11.4458
Cl -9.9386 1.4785 -11.5568
C -11.0317 0.6604 -15.3863
Cl -9.6345 1.5661 -16.0204
Cl -12.2994 1.8042 -14.8770
Cl -11.6734 -0.4090 -16.6589
Cl -10.5199 -0.3197 -13.9892
C -3.2318 6.8644 -2.3663
Cl -4.0140 7.8837 -1.1319
Cl -4.3161 6.6939 -3.7699
Cl -1.7055 7.6242 -2.8839
Cl -2.8915 5.2558 -1.6798
```

The calculation puts the HOMO energy at -1.944 eV. As for the charge: -1. The orbital gap is 2.70 eV.

(3)
The following is a quantum chemistry calculation of the molecule C4H4N2O, from OMol25.

XYZ file:
```
11
Properties=species:S:1:pos:R:3
C -0.7939 -1.1437 1.1873
C -0.2054 -0.1044 0.7510
C 0.1896 -0.8926 -1.5320
C -0.0861 1.2112 1.4013
H -1.1080 -1.4010 2.3196
H -0.8951 -2.0397 0.5455
H 1.1415 0.8215 -0.6770
H -0.2174 -1.8617 -1.1278
N 0.3751 -0.0152 -0.5188
N -0.0313 2.2507 1.8803
O 0.5058 -0.6989 -2.6795
```

The calculation puts the HOMO energy at -10.000 eV. As for the charge: 0. The value obtained for the energy above the lowest of the compared OMol25 structures with the same formula, charge and spin is 2.019 eV. Its SMILES is C=C(C#N)NC=O. The orbital gap is 10.07 eV.

(4)
The following is a quantum chemistry calculation of the molecule C7H5NO3, from OMol25.

XYZ file:
```
16
Properties=species:S:1:pos:R:3
C 2.5217 -1.0734 -0.0136
C 1.4183 -0.2161 -0.2798
C 1.6566 1.1711 -0.2296
C 0.5413 2.0316 -0.0761
C -0.6955 1.5035 0.0411
C -0.9120 0.1285 0.1197
C 0.1382 -0.8136 -0.0230
H 2.1786 -2.1292 -0.0180
H 2.7240 1.5946 -0.3341
H 0.7845 3.0897 0.0840
H -1.7023 2.0742 0.0649
H -0.0339 -1.9214 0.1517
N -2.2789 -0.3935 0.0141
O 3.6497 -0.7085 0.3205
O -2.3856 -1.6509 -0.2359
O -3.2654 0.3165 0.2555
```

The calculation puts the HOMO energy at -10.391 eV. As for the charge: 0. The value obtained for the energy above the lowest of the compared OMol25 structures with the same formula, charge and spin is 4.549 eV. Its SMILES is O=Cc1cccc([N+](=O)[O-])c1. The orbital gap is 9.06 eV.

(5)
The following is a quantum chemistry calculation of the molecule C4H8N2S, from OMol25.

XYZ file:
```
15
Properties=species:S:1:pos:R:3
C -1.6693 -0.3255 0.6079
C -0.9001 0.1610 -0.5808
C 0.2030 -0.7321 -0.6374
C 0.6982 1.4092 0.0336
H -1.9524 -1.3364 0.3136
H -1.1219 -0.4047 1.4245
H -2.3767 0.5984 0.7492
H -1.7116 -0.0667 -1.4114
H 0.4390 -1.3152 -1.6268
H 0.1506 -1.4833 0.3876
H 3.2151 -0.5967 1.0726
H 1.2187 2.1833 0.4055
N 1.3286 0.1623 -0.3530
N -0.5478 1.6267 -0.3582
S 3.0266 0.1196 -0.0268
```

The calculation puts the HOMO energy at -8.704 eV. As for the charge: 0. The value obtained for the energy above the lowest of the compared OMol25 structures with the same formula, charge and spin is 4.248 eV. Its SMILES is C[C@@H]1CN(S)C=N1. The orbital gap is 9.34 eV.

| no. | energy (eV) | strongest force on any atom (eV/A) |
| --- | --- | --- |
| 1 | -36438.840 | 3.9 |
| 2 | -689050.016 | 3.4 |
| 3 | -9238.468 | 7.0 |
| 4 | -14968.432 | 4.1 |
| 5 | -18089.494 | 7.0 |